# 1
The following is a DFT calculation (the ωB97M-V functional and the def2-TZVPD basis) of 8 unconnected molecules or ions with the total composition C41H53NO16S2 in a non-equilibrium geometry.

```
113
C41H53NO16S2, DFT the ωB97M-V functional and the def2-TZVPD basis
S -5.59420 -0.13027 2.88189
S -2.35650 -1.94219 0.16018
O 6.40525 1.39021 -4.96397
O -9.52739 -1.66348 3.38000
O 9.04223 -1.44348 -0.11884
O 8.28800 -1.39216 -9.35223
O -2.43237 -2.87298 1.25173
O 5.90739 2.27885 0.44693
O 11.25443 -1.76555 0.10055
O -0.59938 0.25945 1.07816
O 4.22430 1.85633 -5.20103
O 9.91743 -2.32287 -8.10847
O -10.07356 -0.81575 9.14380
O -8.77862 0.02891 7.51198
O -9.82256 0.08534 2.00607
O 1.07154 -0.68292 2.23242
O -2.73548 -2.43383 -1.13630
O 4.22997 1.69179 -0.92115
N -4.62119 -0.38805 0.05657
C -5.17366 1.88888 -0.55300
C -5.63901 3.13759 -0.21115
C -6.07379 3.43517 1.05096
C -10.90949 -2.72391 8.05259
C -5.15180 0.91052 0.42040
C 5.25374 0.15999 -6.60934
C -9.45257 -0.86247 7.93865
C 11.20533 -1.91318 -7.61390
C 6.56395 -0.54813 -6.28324
C 5.18405 1.21647 -5.52719
C -6.00235 -1.50190 1.79867
C 2.38679 -0.29566 2.67875
C 9.38798 -1.34686 -8.88134
C -9.70980 -2.19895 7.27103
C 7.37339 0.55863 -5.63150
C -6.64583 -3.49234 0.07220
C 8.58280 -0.33552 1.90410
C -6.08598 2.45030 2.01842
C -9.63320 -0.48010 3.22061
C 0.52741 0.30396 1.49902
C 10.36690 -0.19636 -9.01264
C -9.53302 0.58946 4.28532
C -9.79663 1.51787 2.12412
C -7.14227 -3.51182 1.35186
C 5.45344 3.60386 -1.54072
C -3.26322 -0.44218 0.61866
C -10.71086 -2.07575 9.41394
C 4.13611 3.59342 -2.30712
C 10.08844 -0.31426 1.66231
C 2.83107 0.78134 1.70429
C -5.80874 -2.47385 -0.32311
C 8.04263 -0.62264 0.51414
C 1.50964 1.44411 1.33844
C 3.71789 2.14013 -2.19872
C 5.25343 2.48756 -0.53713
C -5.46783 -1.45423 0.52814
C 11.68052 -0.84060 -8.58139
C 10.24118 -1.26178 0.48796
C -5.61946 1.19753 1.68474
C -6.82486 -2.50314 2.23494
C -10.12991 1.80296 3.58071
H -11.21303 1.81241 3.71874
H -2.70683 0.39690 0.19232
H -11.83180 -2.35691 7.59853
H 10.44064 0.67431 1.36404
H 7.90853 1.16912 -6.36332
H 8.08706 0.17881 -4.90309
H 11.08119 -1.53201 -6.59776
H -10.09742 0.31006 5.16958
H 1.24096 2.24027 2.03514
H 4.40038 -0.50994 -6.55290
H -10.52393 1.94873 1.43886
H 7.91460 0.28656 -0.07631
H 10.64758 -0.67155 2.52264
H -6.41729 4.42714 1.32824
H 2.30971 0.07266 3.70401
H -5.42576 -2.46641 -1.33981
H -6.94681 -4.29068 -0.59855
H 6.29982 3.35170 -2.18201
H 1.50825 1.81852 0.31774
H -8.48228 0.73852 4.53817
H -3.19154 -0.33224 1.70690
H 3.40949 4.22889 -1.79560
H 8.33119 -1.15765 2.57700
H -7.81737 -4.28935 1.69617
H -1.05832 -1.56431 0.07730
H 7.05427 -0.98734 -7.15020
H 5.62861 4.55048 -1.03633
H 10.40490 0.16536 -10.03627
H 2.63625 2.01935 -2.21845
H 12.39094 -0.14557 -8.13742
H 4.21775 3.93754 -3.33544
H -6.43089 2.59833 3.03854
H -4.81521 1.64858 -1.54789
H -10.96812 -3.80996 8.09808
H -9.73995 2.75646 3.93351
H 3.04182 -1.16358 2.66748
H -8.79984 1.86993 1.84748
H 6.37881 -1.34527 -5.56092
H 4.15469 1.52546 -2.97933
H -10.05629 -2.66276 10.06227
H -8.82928 -2.83029 7.39838
H -5.64263 3.91819 -0.96840
H 8.18901 0.58299 2.33529
H -11.65133 -1.89938 9.93169
H -7.22285 -2.50975 3.24203
H -9.93127 -2.06949 6.21366
H 12.16073 -1.30599 -9.44369
H 5.28514 0.65308 -7.58221
H 3.56776 1.46366 2.12409
H 10.06302 0.60456 -8.33623
H 7.09728 -1.16010 0.54048
H 11.87036 -2.77312 -7.58676
H 3.26757 0.32370 0.81881
```

## Properties
HOMO-LUMO gap, eV: 8.15
M, g/mol: 880.00
LUMO, eV: 0.23
Calculated total energy, eV: -99298.04876

Here are the Löwdin charges for atoms 1 to 5, given in e: atom 1 (S): 1.04, atom 2 (S): 0.70, atom 3 (O): 0.02, atom 4 (O): 0.10, atom 5 (O): 0.02

# 2
The following is a DFT calculation (the ωB97M-V functional and the def2-TZVPD basis) of 11 unconnected molecules or ions with the total composition C14H48F6O10P in a non-equilibrium geometry.

```
79
C14H48F6O10P, DFT the ωB97M-V functional and the def2-TZVPD basis
P 0.35696 1.15697 0.36330
F 0.15280 -0.44719 0.12091
F 0.68211 2.72557 0.66886
F 0.49446 1.35235 -1.23209
F -1.23072 1.44275 0.25636
F 1.97302 0.81205 0.51384
F 0.25684 0.88129 2.01676
O 1.66251 -4.80190 -1.29917
O 3.87106 0.08667 -1.49175
O 0.45963 -4.73780 1.08361
O -1.21671 -0.29999 3.89301
O 3.00893 0.98340 -3.86075
O -1.11854 4.28650 1.88011
O -3.72850 3.99309 1.64334
O -0.45908 3.98807 -2.39480
O -2.51443 -1.36999 -0.85256
O 2.29121 1.34037 3.76584
C -3.90583 0.12560 -2.08410
C 1.66935 -3.73331 -2.22786
C 1.66642 1.19257 -4.01312
C -3.04628 -1.09001 -2.13404
C 2.62151 -1.00583 4.06575
C 3.28834 0.37056 3.94648
C -1.28727 0.92059 4.65005
C -0.23885 -3.56981 1.43370
C 1.47342 -2.42628 -1.53449
C -4.22021 2.74427 1.99621
C -1.80819 3.84623 -1.84677
C 0.53825 -4.06465 -3.29419
C -1.87844 -1.03904 -3.10547
C 4.19786 0.40539 2.68831
H -4.42721 4.63599 1.78504
H 3.16813 0.12818 -0.84336
H -2.44300 4.61389 -2.28928
H 2.09883 -5.59427 -1.62067
H -3.33384 0.98411 -1.73212
H 1.46228 1.41263 -5.06098
H 2.02790 -1.19826 3.17205
H -2.03388 4.09049 1.68017
H -2.17690 2.82191 -1.90076
H 4.29873 1.37004 2.19094
H -1.48491 0.76105 5.71004
H 3.84824 -0.33040 1.96410
H -1.21871 -1.87912 -2.88839
H -1.33589 -0.11593 -2.90152
H -3.67475 -1.94667 -2.37743
H -3.46485 1.98205 1.80501
H 2.69110 -3.79914 -2.60176
H -1.95185 1.60620 4.12435
H 1.29779 1.98376 -3.36026
H 3.44854 1.80947 -4.07512
H -1.22221 -3.69699 0.98101
H -4.38766 2.63709 3.06792
H 0.79626 -5.02270 -3.74551
H -0.61951 3.64906 1.36936
H -2.22322 -1.12914 -4.13557
H -1.85336 4.09553 -0.78662
H 3.44267 0.28926 -2.32342
H 5.21482 0.12661 2.96428
H 0.22818 -2.63174 1.13368
H -0.46010 -4.08880 -2.85738
H -0.81674 0.00354 3.07478
H 3.34731 -1.80150 4.23372
H 1.74309 -1.54180 -2.11163
H -1.66200 -0.95756 -0.69487
H -4.73264 0.06564 -1.37637
H -5.06181 2.54877 1.33169
H 3.79762 0.52256 4.89813
H 0.53523 -3.38224 -4.14413
H 0.10166 3.51415 -1.77626
H -0.30785 -3.45033 2.51493
H 0.78423 -4.63512 0.18600
H -4.42571 0.37807 -3.00827
H 1.18177 0.24120 -3.79380
H 1.84129 1.13236 2.94370
H 0.42153 -2.38737 -1.25143
H 1.92568 -2.28150 -0.55337
H 1.95883 -1.07463 4.92843
H -0.35486 1.47350 4.53602
```

## Properties
Charge: -1
HOMO-LUMO gap, eV: 9.39
M, g/mol: 521.49
LUMO, eV: 2.46
Energy above the lowest of the compared OMol25 structures with the same formula, charge and spin, kcal per mole: 27.9
Calculated total energy, eV: -61371.77202

Here are the Löwdin charges for atoms 1 to 5, given in e: atom 1 (P): 0.31, atom 2 (F): -0.16, atom 3 (F): -0.14, atom 4 (F): -0.14, atom 5 (F): -0.13

# 3
The following is a DFT calculation (the ωB97M-V functional and the def2-TZVPD basis) of a molecular structure, C22H12ClCo2NO10S in a non-equilibrium geometry.

```
49
C22H12ClCo2NO10S, DFT the ωB97M-V functional and the def2-TZVPD basis
Co -4.01772 -0.16566 -5.03458
Co -3.46397 1.78115 -3.10326
Cl 0.63406 1.92789 -3.31547
S 1.37267 2.56710 -0.55385
O -4.97752 -2.23031 -6.90232
O -5.10621 3.49817 -1.45766
O 0.72149 -0.88338 5.21355
O -2.44307 1.51140 -6.85346
O 2.87382 -1.12688 4.88288
O -2.43519 3.99287 -4.70217
O -1.64427 -1.63145 -4.01622
O 0.29075 3.50419 -0.34113
O 2.72074 3.05104 -0.75793
O -1.62346 0.54266 -1.20727
N 1.75712 -0.67225 4.54240
C 2.72433 1.07941 1.39816
C 2.81939 0.34445 2.58032
C 1.66630 0.10862 3.34979
C 0.34227 1.34968 1.74045
C 0.91054 1.44642 -1.76120
C -4.68287 -1.39885 -6.16332
C -6.43852 1.56211 -5.37645
C -7.73457 -0.51482 -1.24511
C -5.61924 -0.93555 -0.13837
C -3.09356 0.88543 -6.13282
C -4.94333 -0.69559 -1.33583
C -4.41938 2.82388 -2.10356
C -7.00685 -0.76480 -0.07575
C -5.47549 0.80115 -4.84117
C -2.59122 -1.06205 -4.35100
C -5.64800 -0.22835 -2.46908
C -7.06540 -0.27613 -2.44882
C 1.49035 1.59419 0.97568
C -4.94251 0.36054 -3.59971
C -2.77578 3.08969 -4.06420
C 0.42541 0.62303 2.92975
C -2.27475 1.09350 -1.99578
H -6.54036 1.61346 -6.46568
H -7.62218 -0.07817 -3.36632
H 0.98816 0.38848 -1.56770
H -0.44976 0.44306 3.54649
H 3.76924 -0.05244 2.92560
H -7.51747 -0.83482 0.88937
H -8.82686 -0.49287 -1.21673
H -5.05406 -1.23567 0.74898
H -7.10540 2.17370 -4.76330
H -0.61884 1.73173 1.41517
H 3.62293 1.25739 0.81780
H -3.86284 -0.83609 -1.40610
```

## Properties
Charge: -2
HOMO-LUMO gap, eV: 3.47
M, g/mol: 635.72
LUMO, eV: 2.93
Energy above the lowest of the compared OMol25 structures with the same formula, charge and spin, kcal per mole: 0.0
Calculated total energy, eV: -143578.89020

Here are the Löwdin charges for atoms 1 to 5, given in e: atom 1 (Co): 0.06, atom 2 (Co): 0.09, atom 3 (Cl): 0.56, atom 4 (S): 0.54, atom 5 (O): 0.10

Among the records above, which one has the highest M? C41H53NO16S2

Look up the calculated total energy of the third one. -143578.89020 eV